(1)
19
Properties=species:S:1:pos:R:3:nbo_charge:R:1 method="wB97M-V/def2-TZVPD" max_force_ev_per_a=4.07 e_lumo_ev=0.92 total_charge=0 homo_lumo_gap_ev=9.232
C -0.666 1.205 1.174 -0.3130
C -0.520 -0.351 1.119 -0.4654
C -0.407 -0.833 -0.319 0.2149
C -1.509 -1.110 -1.021 -0.4938
C 1.996 -0.526 -0.751 -0.4182
N 0.845 -1.441 -0.659 -0.6074
N 0.188 2.072 -0.127 -0.8394
H -0.622 1.555 2.209 0.2084
H -1.669 1.370 0.806 0.2207
H -1.426 -0.763 1.557 0.2311
H 0.353 -0.681 1.682 0.2160
H -2.525 -0.976 -0.665 0.2010
H -1.371 -1.482 -2.030 0.1891
H 1.939 0.110 0.131 0.1872
H 2.942 -1.054 -0.703 0.2001
H 1.886 0.228 -1.526 0.2000
H 0.688 -1.847 -1.582 0.3569
H 0.483 1.813 0.840 0.3656
H -0.606 2.710 -0.134 0.3463

---

(2)
31
Properties=species:S:1:pos:R:3:nbo_charge:R:1 method="wB97M-V/def2-TZVPD" max_force_ev_per_a=4.99 e_lumo_ev=-1.09 total_charge=0 homo_lumo_gap_ev=6.786
C -2.852 3.194 -0.196 0.4209
C -0.524 -0.800 3.667 -0.6208
C -0.635 -0.171 -3.324 -0.6099
C 1.517 0.176 -2.091 -0.6265
C 2.431 0.670 1.726 -0.6082
C -0.558 -0.725 -0.939 -0.2340
C -0.653 -0.914 2.116 -0.6229
C 0.226 -0.753 -2.243 -0.2545
N -0.726 0.488 -0.155 -0.8820
O -2.980 2.155 -0.956 -0.6805
O -1.634 3.546 0.108 -0.6824
S -0.289 0.651 1.382 0.9098
H -0.508 -1.728 4.234 0.2291
H 0.142 -0.056 4.017 0.2231
H -1.609 -0.377 3.782 0.2130
H -1.219 0.724 -3.019 0.2090
H -0.178 0.041 -4.247 0.2147
H -1.434 -0.978 -3.713 0.2063
H 1.171 1.185 -1.676 0.2277
H 2.036 0.155 -3.073 0.2180
H 2.343 -0.294 -1.378 0.2042
H 2.543 0.932 0.748 0.1739
H 2.495 1.449 2.387 0.1850
H 2.708 -0.433 1.902 0.2029
H -1.604 -1.079 -1.061 0.2096
H -0.050 -1.513 -0.198 0.1655
H -1.634 -1.096 1.768 0.2312
H 0.049 -1.788 1.872 0.2339
H 0.401 -1.839 -2.313 0.2193
H -2.080 1.790 -1.097 0.4673
H -0.977 3.017 -0.244 0.4574

---

(3)
98
Properties=species:S:1:pos:R:3:mulliken_charge:R:1 method="wB97M-V/def2-TZVPD" max_force_ev_per_a=2.42 e_lumo_ev=-0.73 total_charge=0 homo_lumo_gap_ev=8.931 smiles="O=C1c2ccc(CCCCS(=O)(=O)Cl)cc2C(=O)c2c1cccc2S(=O)(=O)F.BrCCBr.BrCCBr.BrCCBr.BrCCBr.BrCCBr.BrCCBr.BrCCBr"
O 11.099 -1.256 0.170 -0.5235
C 10.109 -0.599 0.020 -0.6578
C 8.783 -1.171 -0.379 0.8481
C 8.269 -2.333 0.173 -1.0981
C 7.008 -2.743 -0.246 -0.9998
C 6.268 -2.028 -1.183 0.8779
C 4.882 -2.502 -1.568 -0.9008
C 3.879 -1.347 -1.395 -0.3002
C 2.448 -1.853 -1.236 -0.9943
C 1.437 -0.740 -0.942 0.5122
S 1.182 0.375 -2.320 1.1166
O 2.287 1.282 -2.343 -0.5304
O -0.130 0.940 -2.276 -0.5938
Cl 1.325 -0.757 -4.024 -0.2098
C 6.813 -0.873 -1.742 -0.6472
C 8.066 -0.448 -1.332 0.3146
C 8.682 0.799 -1.868 0.0185
O 8.660 1.094 -3.027 -0.5062
C 9.385 1.624 -0.825 0.5627
C 10.110 0.908 0.128 0.7353
C 10.778 1.576 1.147 -0.9207
C 10.696 2.956 1.199 -0.8956
C 9.977 3.679 0.258 -0.6877
C 9.314 3.016 -0.769 0.2999
S 8.422 4.060 -1.887 1.3044
O 7.894 5.162 -1.157 -0.6446
O 9.296 4.389 -2.959 -0.5791
F 7.227 3.233 -2.410 -0.1330
H 8.833 -2.877 0.915 0.7175
H 6.588 -3.632 0.205 0.3436
H 4.845 -2.896 -2.580 0.3818
H 4.603 -3.248 -0.824 0.3550
H 3.939 -0.704 -2.273 0.2942
H 4.120 -0.732 -0.526 0.4110
H 2.114 -2.386 -2.124 0.3300
H 2.415 -2.558 -0.403 0.4438
H 1.832 -0.118 -0.138 0.4320
H 0.470 -1.145 -0.632 -0.8309
H 6.285 -0.296 -2.489 0.5728
H 11.331 1.030 1.894 0.7502
H 11.179 3.507 1.994 0.3985
H 9.892 4.754 0.314 0.5007
Br -1.700 -1.986 -0.174 -0.1956
C -2.767 -0.508 -0.874 0.0373
C -3.955 -1.006 -1.646 -0.6741
Br -3.449 -1.664 -3.406 -0.1411
H -2.097 0.106 -1.469 0.2112
H -3.088 0.055 0.001 -0.0571
H -4.651 -0.191 -1.831 0.4286
H -4.473 -1.819 -1.145 0.3893
Br 9.324 -2.901 6.020 -0.1419
C 10.703 -1.713 5.337 -0.6452
C 10.110 -0.507 4.658 -0.5969
Br 9.415 -0.954 2.895 0.0481
H 11.327 -2.302 4.673 0.3792
H 11.282 -1.412 6.207 0.3778
H 10.876 0.247 4.486 0.3064
H 9.291 -0.068 5.218 0.4158
Br -4.521 2.559 1.930 -0.0774
C -3.276 1.716 3.163 -0.6574
C -1.987 2.486 3.276 -0.5602
Br -0.870 2.210 1.710 -0.1141
H -3.126 0.702 2.808 0.3446
H -3.792 1.691 4.121 0.3687
H -1.404 2.125 4.121 0.3520
H -2.136 3.557 3.372 0.3575
Br -8.281 2.805 0.442 -0.1183
C -9.019 4.138 1.649 -0.1937
C -7.981 4.652 2.611 -0.6311
Br -7.622 3.363 4.018 -0.1204
H -9.861 3.673 2.153 -0.0690
H -9.374 4.942 1.007 0.3839
H -8.339 5.544 3.121 0.3764
H -7.031 4.869 2.131 0.3605
Br -4.265 -5.486 -1.940 -0.1337
C -5.990 -4.681 -2.343 -0.5143
C -6.787 -5.509 -3.311 -0.2256
Br -6.124 -5.321 -5.131 -0.1410
H -5.786 -3.680 -2.715 0.2077
H -6.506 -4.616 -1.388 0.3701
H -7.818 -5.162 -3.345 0.0169
H -6.770 -6.568 -3.079 0.4195
Br -11.750 1.805 3.724 -0.1054
C -12.891 3.200 2.989 -0.5537
C -14.018 2.626 2.174 -0.6015
Br -13.400 2.016 0.434 -0.1266
H -12.252 3.860 2.410 0.2729
H -13.278 3.738 3.851 0.3853
H -14.764 3.390 1.964 0.3456
H -14.494 1.778 2.656 0.3823
Br -10.478 -4.057 -5.219 -0.1287
C -11.012 -2.655 -3.980 -0.5494
C -9.886 -2.275 -3.058 -0.6343
Br -9.632 -3.608 -1.660 -0.1738
H -11.887 -3.017 -3.450 0.3718
H -11.292 -1.810 -4.606 0.3471
H -10.116 -1.351 -2.532 0.3836
H -8.936 -2.171 -3.572 0.3740

---

Computed energy, in the same sequence as the records: -307.05273, -919.35846, -39088.62997 hartree.
Computed E_HOMO, in the same sequence as the records: -8.32, -7.87, -9.66 eV.